Record 1
Density functional theory data (ωB97M-V/def2-TZVPD) for an isolated ion of composition C14H18P and charge +1.

Each line ends with the Löwdin charge.
Element x y z (Å)
C: 0.66 0.48 1.85  -0.172
H: 0.88 2.83 -1.72  0.101
H: -1.08 1.35 2.39  0.095
H: 0.39 4.10 -0.50  0.040
C: 0.75 -4.05 1.58  -0.101
H: 0.76 -2.34 2.79  0.122
H: -2.65 1.57 0.18  0.050
C: 0.66 3.10 -0.62  -0.140
H: 1.72 0.71 1.88  0.126
H: 1.72 -0.90 -1.80  0.140
C: 0.69 -2.69 1.76  -0.009
H: 0.69 0.11 2.84  0.099
C: 0.81 -1.55 -1.85  -0.122
H: -0.16 0.36 -2.54  0.131
C: 0.38 -0.47 0.67  -0.139
C: -0.26 1.72 1.78  -0.221
C: 0.57 -1.88 0.67  -0.128
H: 0.43 -4.31 -1.72  0.126
C: -0.22 0.16 -0.38  -0.278
C: 0.59 -3.82 -0.75  -0.017
C: -0.31 -0.44 -1.75  -0.174
C: 0.63 -2.42 -0.68  -0.166
H: 0.85 -5.71 0.40  0.145
H: 1.42 2.98 0.13  0.048
C: -2.18 2.18 -0.56  -0.161
H: 0.18 2.57 2.43  0.144
H: -1.29 -0.93 -1.95  0.136
C: 0.83 -4.58 0.36  -0.091
H: -2.30 1.86 -1.53  0.031
H: -2.61 3.27 -0.35  0.133
H: 0.65 -4.72 2.48  0.139
H: 0.69 -2.22 -2.86  0.177
P: -0.54 1.87 -0.03  0.935

Computed properties:
Kohn-Sham gap: 8.46 eV
total charge: +1
HOMO energy: -0.4312 hartree
energy above the lowest of the compared OMol25 structures with the same formula, charge and spin: 0.0 kJ/mol

=====

Record 2
Density functional theory data (ωB97M-V/def2-TZVPD) for a 2-piece molecular cluster, CH3NO3 overall.

Each line ends with the Löwdin charge.
Element x y z (Å)
C: 0.21 0.79 -0.25  0.170
H: 1.12 -1.59 0.42  0.005
O: -1.79 0.35 0.86  0.065
O: 1.67 -0.87 0.75  -0.059
H: 0.47 0.75 -1.38  0.153
H: 0.59 1.15 0.69  0.088
N: -1.03 0.12 -0.10  -0.470
O: -1.23 -0.71 -0.99  0.047

Computed properties:
Kohn-Sham gap (spin up / spin down): 9.41 / 8.56 eV
total charge: 0
HOMO energy (spin up / spin down): -0.4276 / -0.3982 hartree
energy above the lowest of the compared OMol25 structures with the same formula, charge and spin: 589.1 kJ/mol

=====

Record 3
Density functional theory data (ωB97M-V/def2-TZVPD) for C16H20N3NbO7P as an isolated structure.

Each line ends with the Löwdin charge.
Element x y z (Å)
C: -4.17 0.81 -6.86  -0.399
H: 3.58 -1.11 -0.76  0.010
H: 1.73 -1.01 6.54  0.123
C: 4.31 -1.10 4.19  0.025
H: -2.42 1.75 1.62  0.046
C: -3.42 1.86 -4.77  0.038
N: -0.91 -2.61 -1.22  -0.121
Nb: -0.80 -1.02 0.27  1.042
P: 1.72 -1.33 0.52  0.618
C: -3.76 -0.64 -4.93  0.032
O: 2.33 0.04 1.38  -0.464
H: 1.94 -0.03 2.26  -0.016
C: 2.96 -1.30 4.75  -0.385
H: -3.73 -1.61 -4.43  0.126
H: -3.13 2.71 -4.16  0.129
H: 2.59 -2.25 -1.36  0.007
C: -3.38 0.53 -4.12  -0.360
O: 0.33 -4.44 -0.23  0.026
H: 0.29 0.31 -1.96  0.028
H: -0.72 0.25 1.57  -0.125
C: -4.13 -0.51 -6.21  0.009
O: 2.07 -1.81 4.09  0.097
C: 3.70 -0.30 6.86  0.014
N: 2.59 -1.27 -1.02  -0.270
O: -4.50 0.93 -8.03  0.079
H: -4.41 -1.36 -6.82  0.116
O: -2.55 3.18 -0.71  0.030
C: 5.06 -0.10 6.30  -0.394
O: -3.04 0.41 -2.96  0.081
H: 0.33 1.81 0.26  0.055
H: 3.55 0.02 7.89  0.118
N: -1.90 2.61 1.43  0.055
H: 0.05 2.76 -1.32  0.101
H: -0.95 2.55 1.81  0.043
C: -0.38 2.00 -0.60  -0.245
C: -0.61 0.60 -1.32  -0.401
C: 5.29 -0.54 4.91  0.017
C: -1.70 2.64 -0.03  -0.495
C: 2.73 -0.86 6.15  0.025
H: 6.28 -0.39 4.51  0.119
H: -2.62 -0.75 0.20  -0.133
C: -0.35 -3.66 -0.80  -0.578
H: 4.46 -1.43 3.16  0.121
H: -1.50 0.60 -2.01  -0.006
H: -3.82 2.95 -6.55  0.116
O: 5.94 0.41 6.96  0.090
H: -1.17 -2.30 1.55  -0.156
C: -3.78 1.99 -6.05  0.010

Computed properties:
Kohn-Sham gap: 3.99 eV
total charge: -1
HOMO energy: -0.1399 hartree

=====

Record 4
Density functional theory data (ωB97M-V/def2-TZVPD) for C33H35N5O2RbSTe as an isolated structure.

Each line ends with the Löwdin charge.
Element x y z (Å)
C: 1.85 4.78 2.22  -0.077
H: 5.33 -0.51 3.75  0.080
C: 1.47 2.72 -3.28  -0.068
H: -4.39 3.50 -0.20  0.107
H: 3.32 -4.05 1.84  0.087
C: -5.68 2.58 -1.66  -0.078
C: -2.32 -1.18 2.53  -0.297
H: 1.11 2.30 -5.35  0.110
H: -2.55 1.91 -0.56  0.081
C: 0.51 2.84 1.66  -0.029
H: 1.57 2.95 -1.14  0.104
H: -0.99 -0.10 3.81  0.129
H: 1.48 -2.82 4.48  0.075
H: 3.77 -1.37 -4.96  0.101
C: -0.16 1.13 -4.08  -0.143
H: -2.76 -5.40 2.15  0.092
Te: -2.03 -0.60 -2.39  1.361
C: -0.65 -3.36 3.00  -0.046
H: 0.00 -4.21 3.19  0.124
C: -1.21 -1.06 3.36  -0.052
C: 4.70 -1.18 3.19  -0.334
H: -0.20 1.31 -0.70  0.050
H: -6.72 1.47 -3.16  0.108
H: -0.66 0.64 -4.90  0.094
C: 3.61 -3.07 2.18  -0.456
H: -2.72 0.94 2.41  0.076
H: -4.86 -0.10 -3.56  0.089
C: 0.10 1.51 -1.72  -0.155
N: 1.78 0.67 1.87  0.105
C: -2.06 -4.84 1.53  -0.034
C: -2.57 -2.41 1.93  -0.043
N: 3.68 1.58 2.59  0.180
C: -5.81 1.57 -2.59  -0.079
H: -3.42 -2.52 1.26  0.128
N: 2.97 -1.98 1.88  0.003
C: 0.64 4.20 1.80  -0.076
C: -4.76 0.68 -2.81  -0.148
H: -2.51 -4.73 0.55  0.082
C: 0.84 2.07 -4.33  -0.091
H: 2.63 0.02 -5.07  0.082
C: 2.81 2.64 2.37  -0.180
H: 1.66 -1.87 -5.26  0.127
N: 0.05 -2.94 -4.48  0.057
H: 4.64 1.64 2.87  0.162
Rb: 0.30 -1.41 0.46  0.790
C: 1.10 2.44 -1.97  -0.057
C: 1.63 2.04 1.94  -0.230
N: 1.21 -2.17 -4.41  0.005
H: -0.68 -2.44 -4.97  0.071
H: 2.24 3.45 -3.48  0.110
H: 0.24 -3.82 -4.93  0.095
C: -3.24 -0.01 2.29  -0.029
C: -0.53 0.84 -2.77  -0.535
C: 0.80 -1.97 4.53  -0.032
C: 3.34 -0.52 -4.43  -0.049
C: -3.58 0.79 -2.08  -0.540
H: -0.43 2.39 1.35  0.100
O: 2.72 -0.93 -3.21  -0.010
C: 3.00 0.44 2.28  -0.281
H: 0.47 -1.87 5.57  0.093
O: 1.15 -2.04 -2.14  -0.074
C: -4.50 2.71 -0.93  -0.078
C: -0.37 -2.14 3.61  -0.302
C: -3.46 1.81 -1.14  -0.148
H: 3.88 4.46 2.86  0.114
C: 3.59 -0.90 2.45  -0.333
H: 1.91 5.86 2.32  0.108
C: 1.65 -1.73 -3.20  -0.594
C: 2.96 4.01 2.52  -0.008
H: -6.49 3.28 -1.49  0.107
H: -1.16 -5.45 1.43  0.080
H: 1.37 -1.07 4.29  0.068
H: 4.13 0.16 -4.15  0.102
C: -1.75 -3.51 2.16  -0.297
H: -0.21 4.84 1.59  0.107
H: -3.68 -0.04 1.29  0.072
S: 4.99 -2.86 3.16  1.069
H: -4.06 -0.02 3.01  0.094

Computed properties:
Kohn-Sham gap: 8.24 eV
total charge: +1
HOMO energy: -0.3781 hartree
energy above the lowest of the compared OMol25 structures with the same formula, charge and spin: 44.3 kJ/mol

=====

Record 5
Density functional theory data (ωB97M-V/def2-TZVPD) for C4H5LiO6 as an isolated structure.

Each line ends with the Löwdin charge.
Element x y z (Å)
O: -1.19 1.82 -1.01  0.099
H: -2.01 -0.68 0.74  0.138
C: -2.26 1.31 -0.18  -0.073
C: -0.10 1.10 -0.82  -0.585
H: -3.01 0.85 -0.84  0.136
H: 0.98 -2.45 -0.22  0.099
C: -1.55 0.31 0.73  -0.067
O: -0.25 0.21 0.13  0.080
H: -1.42 0.68 1.76  0.141
H: -2.71 2.16 0.36  0.137
O: 3.18 -0.59 0.38  -0.125
O: 1.80 -2.02 -0.52  -0.004
O: 0.93 1.27 -1.44  0.072
C: 2.59 -1.69 0.57  -0.837
O: 2.56 -2.41 1.56  0.021
Li: 2.45 0.13 -1.19  0.767

Computed properties:
Kohn-Sham gap: 8.65 eV
total charge: 0
HOMO energy: -0.3163 hartree
energy above the lowest of the compared OMol25 structures with the same formula, charge and spin: 20.3 kJ/mol

=====

Record 6
Density functional theory data (ωB97M-V/def2-TZVPD) for a 2-piece molecular cluster, C3H5F2N3 overall.

Each line ends with the Löwdin charge.
Element x y z (Å)
N: 1.78 -0.78 -0.44  -0.097
H: 0.07 2.42 -0.21  0.117
H: -0.40 -0.25 -0.99  0.140
F: 2.59 -1.91 -0.48  0.032
H: 0.23 -1.55 0.83  0.104
N: 2.51 0.36 -0.61  0.072
C: 0.78 -0.69 0.64  -0.127
C: 0.54 1.46 -0.33  -0.095
F: 3.40 0.60 1.01  -0.304
N: 1.82 1.48 -0.47  0.035
C: -0.17 0.23 -0.02  -0.191
H: -1.18 0.40 0.46  0.150
H: 1.29 -0.21 1.57  0.164

Computed properties:
Kohn-Sham gap (spin up / spin down): 9.04 / 9.05 eV
total charge: 0
HOMO energy (spin up / spin down): -0.3794 / -0.3796 hartree
energy above the lowest of the compared OMol25 structures with the same formula, charge and spin: 550.9 kJ/mol